# 1
ORCA calculation (ωB97M-V/def2-TZVPD) on an isolated molecule of C5H7NO.

Cartesian coordinates (Å):
C  -1.89  -1.08  -1.09
C  -0.66  -0.52  -0.43
C  0.00  0.71  -0.56
C  0.93  0.67  0.57
N  1.77  1.76  0.82
C  0.90  -0.56  1.10
O  -0.14  -1.27  0.53
H  -1.67  -1.99  -1.64
H  -2.34  -0.34  -1.76
H  -2.62  -1.33  -0.31
H  0.91  0.54  -1.16
H  1.41  2.60  0.37
H  1.84  1.93  1.81
H  1.56  -1.11  1.75

The calculation puts the HOMO-LUMO gap at 9.15 eV. Its SMILES is Cc1cc(N)co1. The spin multiplicity is 1. For the energy above the lowest of the compared OMol25 structures with the same formula, charge and spin, the calculation gives 74.8 kcal per mole.

# 2
ORCA calculation (ωB97M-V/def2-TZVPD) on a cluster of 3 separate species, C2H10N3O in total.

Cartesian coordinates (Å):
C  3.34  -0.19  -0.27
C  0.11  -1.09  0.25
N  3.11  1.04  0.09
N  -0.98  -1.84  0.15
N  -2.75  1.05  -0.11
O  -0.17  0.13  -0.10
H  4.33  -0.51  -0.64
H  2.42  -0.81  -0.42
H  2.17  1.41  0.29
H  3.82  1.83  0.10
H  -1.17  -2.65  0.71
H  -1.79  -1.24  -0.15
H  -2.81  1.74  0.67
H  -3.10  1.34  -0.93
H  -3.28  0.18  0.11
H  -1.01  0.45  -0.52

The calculation puts the HOMO-LUMO gap at 6.96 eV. The spin multiplicity is 1. The net charge is +1. For the energy above the lowest of the compared OMol25 structures with the same formula, charge and spin, the calculation gives 95.9 kcal per mole.

# 3
ORCA calculation (ωB97M-V/def2-TZVPD) on a structure of composition C44H93FN8O13P2.

Cartesian coordinates (Å):
C  5.15  -3.58  2.32
C  6.31  -2.59  2.04
C  6.38  -2.17  0.56
C  6.26  -0.65  0.36
C  4.95  -0.03  0.88
C  5.23  1.05  1.94
C  4.00  1.67  2.60
C  3.01  2.30  1.61
C  1.68  2.74  2.26
C  0.46  2.34  1.39
C  -0.79  2.05  2.23
C  -1.85  1.20  1.53
C  -1.43  -0.26  1.15
P  -0.84  -0.14  -0.64
C  0.36  -1.52  -0.89
C  -2.33  -0.44  -1.72
C  -2.24  -1.68  -2.62
C  -0.31  -0.69  2.12
O  0.89  -0.62  1.99
N  -0.98  -1.20  3.23
C  -2.04  -2.12  2.76
C  -1.38  -3.50  2.52
C  -2.38  -4.65  2.43
O  -3.11  -4.81  1.20
C  -2.56  -5.54  0.20
C  -1.12  -5.31  -0.18
O  -3.25  -6.32  -0.39
C  -2.48  -1.38  1.46
F  -2.34  -2.35  0.43
P  -4.31  -1.03  1.46
O  -4.90  -1.27  2.80
O  -4.94  -2.01  0.35
O  -4.68  0.43  0.94
H  4.17  -3.09  2.28
H  5.18  -4.33  1.52
H  5.29  -4.10  3.27
H  7.23  -3.09  2.34
H  6.15  -1.72  2.69
H  5.60  -2.70  -0.01
H  7.37  -2.45  0.18
H  7.13  -0.19  0.87
H  6.37  -0.45  -0.72
H  4.36  -0.82  1.37
H  4.36  0.37  0.05
H  5.81  0.55  2.73
H  5.90  1.82  1.53
H  4.35  2.45  3.29
H  3.48  0.91  3.20
H  2.81  1.61  0.79
H  3.51  3.19  1.18
H  1.67  3.82  2.47
H  1.61  2.22  3.22
H  0.26  3.18  0.71
H  0.78  1.47  0.82
H  -0.54  1.65  3.23
H  -1.27  3.02  2.43
H  -2.70  1.12  2.22
H  -2.25  1.71  0.64
H  1.35  -1.07  -0.83
H  0.27  -2.01  -1.87
H  0.32  -2.26  -0.09
H  -2.56  0.44  -2.32
H  -3.17  -0.66  -1.05
H  -3.19  -1.88  -3.12
H  -2.01  -2.57  -2.03
H  -1.43  -1.58  -3.36
H  -0.38  -1.53  3.97
H  -2.80  -2.24  3.54
H  -0.75  -3.70  3.40
H  -0.70  -3.43  1.67
H  -3.15  -4.52  3.20
H  -1.88  -5.60  2.67
H  -0.95  -4.24  -0.32
H  -0.89  -5.80  -1.13
H  -0.45  -5.65  0.61
H  -4.69  -2.93  0.54
H  -4.39  0.62  0.04
C  6.01  6.14  0.72
C  5.58  5.47  1.99
O  5.61  4.25  2.09
N  5.12  6.24  3.01
C  5.00  7.69  3.06
H  6.31  5.36  0.03
H  5.17  6.68  0.28
H  6.85  6.81  0.87
H  4.84  5.71  3.83
H  5.61  8.09  3.87
H  3.96  7.97  3.23
H  5.33  8.12  2.12
C  4.03  -7.89  0.70
C  4.52  -6.98  -0.40
O  3.96  -5.94  -0.69
N  5.63  -7.37  -1.07
C  6.43  -8.57  -0.87
H  3.14  -7.45  1.14
H  3.77  -8.87  0.31
H  4.78  -8.00  1.48
H  5.91  -6.73  -1.79
H  7.46  -8.30  -0.62
H  6.45  -9.16  -1.79
H  6.02  -9.18  -0.07
C  -2.15  -8.38  -5.83
C  -1.75  -9.24  -4.66
O  -1.07  -10.24  -4.80
N  -2.18  -8.86  -3.43
C  -3.00  -7.71  -3.06
H  -1.73  -8.81  -6.73
H  -3.23  -8.34  -5.93
H  -1.76  -7.36  -5.71
H  -1.89  -9.48  -2.69
H  -2.45  -7.09  -2.36
H  -3.91  -8.05  -2.58
H  -3.25  -7.13  -3.94
C  -6.26  4.89  3.61
C  -6.81  5.33  2.28
O  -6.95  6.51  1.99
N  -7.16  4.36  1.39
C  -7.06  2.92  1.56
H  -6.04  5.78  4.20
H  -6.99  4.28  4.15
H  -5.34  4.32  3.48
H  -7.52  4.72  0.52
H  -6.41  2.51  0.78
H  -8.05  2.48  1.45
H  -6.66  2.66  2.53
C  3.97  5.40  -4.07
C  4.04  5.15  -2.58
O  4.16  6.05  -1.76
N  3.96  3.87  -2.14
C  3.79  2.63  -2.88
H  4.05  6.46  -4.24
H  4.79  4.90  -4.58
H  3.02  5.04  -4.48
H  4.02  3.80  -1.13
H  2.88  2.13  -2.55
H  4.64  1.98  -2.68
H  3.73  2.81  -3.95
C  -10.87  9.05  0.38
C  -9.94  9.93  -0.42
O  -10.23  11.08  -0.73
N  -8.74  9.40  -0.79
C  -8.22  8.07  -0.51
H  -11.77  9.62  0.59
H  -11.14  8.16  -0.19
H  -10.41  8.76  1.32
H  -8.16  10.04  -1.31
H  -7.30  8.15  0.05
H  -8.02  7.56  -1.45
H  -8.93  7.49  0.07
C  -0.04  0.72  -4.51
C  0.11  0.56  -3.01
O  0.30  1.51  -2.28
N  0.01  -0.69  -2.50
C  -0.22  -1.94  -3.20
H  0.06  1.77  -4.76
H  0.73  0.16  -5.04
H  -1.02  0.37  -4.84
H  0.12  -0.72  -1.50
H  -1.14  -2.41  -2.83
H  0.61  -2.63  -3.03
H  -0.32  -1.77  -4.27

The calculation puts the HOMO-LUMO gap at 7.95 eV. The spin multiplicity is 1.

# 4
ORCA calculation (ωB97M-V/def2-TZVPD) on a structure of composition C14H22N2O5S2Y.

Cartesian coordinates (Å):
Y  0.98  0.85  -1.17
C  -4.13  -1.52  5.03
C  -3.34  -0.84  3.95
C  -3.77  -0.89  2.62
C  -3.00  -0.34  1.62
C  -1.79  0.26  1.96
C  -1.36  0.35  3.27
C  -2.15  -0.18  4.26
S  -0.67  0.64  0.66
O  -1.36  0.93  -0.61
O  0.26  1.75  0.94
N  0.36  -0.57  0.37
C  -0.28  -1.70  -0.28
C  -0.45  -1.39  -1.80
O  -1.38  -1.82  -2.43
O  0.50  -0.64  -2.29
H  -5.02  -1.99  4.62
H  -4.42  -0.81  5.80
H  -3.52  -2.28  5.52
H  -4.70  -1.37  2.37
H  -3.30  -0.36  0.58
H  -0.43  0.84  3.49
H  -1.83  -0.12  5.29
H  -1.28  -1.90  0.13
H  0.33  -2.59  -0.14
C  -0.82  2.10  -3.88
S  0.53  2.81  -2.88
C  -0.43  3.79  -1.67
H  -1.47  2.91  -4.21
H  -1.38  1.36  -3.30
H  -0.37  1.63  -4.75
H  -1.20  3.16  -1.23
H  -0.88  4.64  -2.18
H  0.26  4.14  -0.91
C  5.50  -1.35  -1.99
N  4.27  -0.72  -1.58
C  3.24  -1.61  -1.06
C  4.09  0.58  -1.67
O  3.06  1.20  -1.33
H  6.03  -1.73  -1.11
H  6.14  -0.63  -2.50
H  5.29  -2.18  -2.65
H  3.73  -2.46  -0.57
H  2.62  -1.99  -1.88
H  2.61  -1.09  -0.32
H  4.95  1.13  -2.07

The calculation puts the HOMO-LUMO gap at 9.63 eV. The spin multiplicity is 1. The net charge is +1. For the energy above the lowest of the compared OMol25 structures with the same formula, charge and spin, the calculation gives 42.6 kcal per mole.

# 5
ORCA calculation (ωB97M-V/def2-TZVPD) on a cluster of 11 separate species, H22O11 in total.

Cartesian coordinates (Å):
H  0.78  -0.18  -0.53
H  -0.35  -0.04  -1.53
H  3.39  1.80  0.01
H  4.86  1.40  -0.04
H  0.95  -2.36  -0.69
H  0.59  -3.73  -1.24
H  0.62  3.94  2.12
H  -0.27  4.71  1.16
H  -3.54  -3.41  1.13
H  -3.19  -3.12  -0.32
H  -1.27  -3.26  -2.39
H  -1.87  -2.08  -1.64
H  3.61  -2.26  2.11
H  2.73  -1.27  2.86
H  4.41  -0.36  -2.59
H  3.83  0.80  -1.79
H  -3.39  4.13  -1.08
H  -2.97  3.05  -2.06
H  -1.11  0.04  2.68
H  -1.40  -1.42  2.39
H  -3.31  1.59  1.59
H  -1.92  1.81  1.01
O  -0.13  0.11  -0.60
O  4.19  1.88  -0.53
O  1.09  -2.93  -1.45
O  -0.10  3.82  1.49
O  -3.93  -3.33  0.25
O  -1.86  -2.51  -2.51
O  3.45  -1.90  2.99
O  3.80  0.38  -2.66
O  -3.51  3.85  -1.99
O  -1.38  -0.78  3.10
O  -2.83  1.60  0.76

The calculation puts the HOMO-LUMO gap at 10.26 eV. Its SMILES is O.O.O.O.O.O.O.O.O.O.O. The spin multiplicity is 1. For the energy above the lowest of the compared OMol25 structures with the same formula, charge and spin, the calculation gives 63.2 kcal per mole.

# 6
ORCA calculation (ωB97M-V/def2-TZVPD) on a cluster of 2 separate species, C5H16NS2 in total.

Cartesian coordinates (Å):
C  -0.16  2.59  -1.91
C  -0.54  1.11  -1.83
S  -0.51  0.42  -3.51
S  -1.00  -1.56  -3.06
H  -0.82  3.17  -2.52
H  0.86  2.70  -2.27
H  -0.20  3.02  -0.90
H  -1.51  0.93  -1.38
H  0.24  0.56  -1.30
H  0.24  -2.09  -3.11
C  -1.39  -1.34  2.38
C  -0.05  -1.50  1.68
N  0.49  -0.13  1.31
C  1.89  -0.17  0.80
H  -2.15  -0.95  1.72
H  -1.72  -2.30  2.77
H  -1.28  -0.67  3.23
H  0.68  -1.91  2.38
H  -0.06  -2.08  0.77
H  0.44  0.45  2.15
H  -0.10  0.32  0.61
H  2.53  -0.67  1.52
H  2.25  0.84  0.60
H  1.87  -0.74  -0.13

The calculation puts the HOMO-LUMO gap at 8.86 eV. The spin multiplicity is 1. The net charge is +1. For the energy above the lowest of the compared OMol25 structures with the same formula, charge and spin, the calculation gives 19.6 kcal per mole.

# 7
ORCA calculation (ωB97M-V/def2-TZVPD) on an isolated molecule of C11H16N4O5.

Cartesian coordinates (Å):
C  -1.73  -0.96  -0.09
C  -0.71  -0.49  0.76
C  -1.64  -0.35  -1.55
C  -0.66  -0.98  -2.52
C  -0.93  -1.12  -3.84
C  1.03  -1.97  -3.30
C  1.52  0.21  1.17
C  1.97  -1.00  2.04
C  1.29  1.49  2.02
C  1.03  2.71  1.06
C  -0.42  2.96  0.81
H  -3.00  -0.91  1.50
H  -2.99  0.40  0.70
H  -1.74  -2.07  -0.25
H  -2.63  -0.50  -2.03
H  -1.63  0.74  -1.42
H  -1.73  -0.81  -4.44
H  2.00  -2.44  -3.40
H  0.12  -2.56  -5.01
H  0.50  -0.02  -0.86
H  2.30  0.51  0.46
H  0.50  1.34  2.69
H  2.18  1.59  2.59
H  1.43  3.68  1.41
H  1.49  2.50  0.14
H  -2.03  3.52  1.70
H  2.45  -2.70  1.76
N  -2.94  -0.58  0.57
N  0.60  -1.34  -2.24
N  0.20  -1.86  -4.31
N  0.48  -0.11  0.17
O  -0.89  -0.50  1.98
O  2.35  -1.03  3.18
O  -1.09  2.99  -0.19
O  -1.07  3.35  1.99
O  1.93  -2.06  1.26

The calculation puts the HOMO-LUMO gap at 9.60 eV. Its SMILES is N[C@@H](Cc1c[nH]cn1)C(=O)N[C@@H](CCC(=O)O)C(=O)O. The spin multiplicity is 1. For the energy above the lowest of the compared OMol25 structures with the same formula, charge and spin, the calculation gives 49.1 kcal per mole.

# 8
ORCA calculation (ωB97M-V/def2-TZVPD) on an isolated molecule of C3H6N4.

Cartesian coordinates (Å):
C  0.12  -0.67  -1.20
C  -0.07  -0.19  0.34
C  0.89  -0.63  1.39
N  -1.40  0.14  0.67
N  -1.80  1.08  -0.04
N  -0.88  1.46  -0.92
N  0.32  0.73  -0.79
H  1.03  -1.19  -1.42
H  -0.78  -0.93  -1.74
H  0.86  -1.71  1.52
H  0.64  -0.16  2.33
H  1.90  -0.34  1.10
H  -0.83  2.41  -1.24

The calculation puts the HOMO-LUMO gap at 9.90 eV. Its SMILES is C[C@]12CN1NN=N2. The spin multiplicity is 1. For the energy above the lowest of the compared OMol25 structures with the same formula, charge and spin, the calculation gives 83.0 kcal per mole.

# 9
ORCA calculation (ωB97M-V/def2-TZVPD) on an isolated molecule of C5H11NO.

Cartesian coordinates (Å):
C  0.58  -0.76  -1.91
C  0.18  -1.13  -0.48
C  1.41  -1.28  0.41
N  0.54  1.28  0.86
C  -0.65  0.90  0.62
O  -0.91  -0.25  -0.02
C  -1.90  1.65  1.05
H  0.78  -1.65  -2.50
H  -0.24  -0.21  -2.38
H  1.48  -0.13  -1.92
H  -0.34  -2.09  -0.49
H  1.91  -2.19  0.06
H  1.16  -1.40  1.47
H  2.09  -0.44  0.32
H  0.52  2.14  1.40
H  -2.73  1.53  0.35
H  -1.66  2.72  1.11
H  -2.23  1.32  2.04

The calculation puts the HOMO-LUMO gap at 10.76 eV. Its SMILES is [H]/N=C(\C)OC(C)C. The spin multiplicity is 1. For the energy above the lowest of the compared OMol25 structures with the same formula, charge and spin, the calculation gives 22.4 kcal per mole.

# 10
ORCA calculation (ωB97M-V/def2-TZVPD) on a structure of composition C28H25BrNPTi.

Cartesian coordinates (Å):
C  3.19  1.12  -2.77
C  3.13  2.20  -1.81
C  3.21  1.61  -0.48
H  3.12  3.25  -2.09
C  3.22  0.16  -0.65
C  3.22  -0.09  -2.07
H  3.45  -1.03  -2.57
H  3.41  1.20  -3.84
H  3.05  2.13  0.45
H  3.43  -0.60  0.11
Ti  1.28  1.13  -1.14
Br  -0.13  2.92  -2.02
C  -0.67  -1.28  -3.62
C  0.65  -1.69  -3.93
C  1.18  -0.78  -4.89
H  1.22  -2.48  -3.41
C  0.18  0.20  -5.18
C  -0.99  -0.12  -4.40
H  -1.92  0.45  -4.35
H  -1.30  -1.73  -2.85
H  2.21  -0.77  -5.25
H  0.34  1.12  -5.74
N  0.50  -0.51  -0.59
P  -0.35  -0.27  0.74
C  0.64  0.64  1.93
C  1.61  -0.08  2.66
C  2.53  0.60  3.47
C  2.50  2.00  3.56
C  1.56  2.71  2.82
C  0.63  2.04  1.99
C  -1.95  0.61  0.63
C  -2.51  1.21  1.76
C  -3.82  1.64  1.75
C  -4.60  1.49  0.59
C  -4.01  0.96  -0.56
C  -2.69  0.53  -0.53
C  -0.80  -1.79  1.57
C  -1.15  -1.81  2.92
C  -1.70  -2.97  3.47
C  -1.86  -4.11  2.65
C  -1.46  -4.09  1.31
C  -0.93  -2.92  0.77
H  1.66  -1.17  2.57
H  3.26  0.03  4.06
H  3.17  2.53  4.24
H  1.51  3.80  2.90
H  -0.06  2.61  1.35
H  -1.94  1.33  2.67
H  -4.29  2.07  2.64
H  -5.64  1.83  0.54
H  -4.57  0.86  -1.48
H  -2.21  0.11  -1.40
H  -1.02  -0.96  3.57
H  -2.00  -3.03  4.52
H  -2.31  -5.02  3.04
H  -1.57  -4.95  0.66
H  -0.58  -2.84  -0.26

The calculation puts the HOMO-LUMO gap (spin up / spin down) at 4.80 / 4.80 eV. The expectation value of S² is 0.75. The spin multiplicity is 2. The net charge is -1. For the energy above the lowest of the compared OMol25 structures with the same formula, charge and spin, the calculation gives 0.0 kcal per mole.

# 11
ORCA calculation (ωB97M-V/def2-TZVPD) on an isolated molecule of C6H10O.

Cartesian coordinates (Å):
O  0.30  -0.82  2.13
C  1.31  -0.67  1.32
C  1.08  -0.39  -0.11
C  0.46  1.00  -0.40
C  -0.47  1.07  -1.58
C  -0.82  0.08  -2.40
C  -0.98  -0.69  1.90
H  2.25  -0.95  1.77
H  2.02  -0.50  -0.65
H  0.40  -1.17  -0.50
H  1.27  1.73  -0.55
H  -0.09  1.36  0.48
H  -0.89  2.05  -1.77
H  -1.51  0.25  -3.22
H  -0.44  -0.94  -2.30
H  -1.34  -0.39  0.93
H  -1.61  -0.88  2.76

The calculation puts the HOMO-LUMO gap (spin up / spin down) at 8.17 / 7.99 eV. The spin multiplicity is 1. For the energy above the lowest of the compared OMol25 structures with the same formula, charge and spin, the calculation gives 85.9 kcal per mole.

# 12
ORCA calculation (ωB97M-V/def2-TZVPD) on an isolated molecule of C6H10O.

Cartesian coordinates (Å):
C  1.12  1.41  -1.87
C  1.73  0.30  -1.04
C  -1.60  -1.01  2.50
C  -1.31  -0.71  1.22
O  -2.16  -1.04  0.17
C  -0.12  0.00  0.66
C  0.61  -0.44  -0.35
H  1.83  1.72  -2.66
H  0.31  1.21  -2.57
H  0.89  2.30  -1.26
H  2.42  0.79  -0.34
H  2.34  -0.43  -1.55
H  -2.62  -1.36  2.60
H  -0.96  -0.67  3.29
H  -2.93  -1.45  0.58
H  0.04  0.88  1.29
H  0.41  -1.49  -0.68

The calculation puts the HOMO-LUMO gap at 9.61 eV. Its SMILES is C=C(O)/C=C/CC. The spin multiplicity is 1. For the energy above the lowest of the compared OMol25 structures with the same formula, charge and spin, the calculation gives 32.8 kcal per mole.

# 13
ORCA calculation (ωB97M-V/def2-TZVPD) on an isolated molecule of C20H17ClN2O6.

Cartesian coordinates (Å):
C  3.48  -1.56  -0.06
H  4.36  -1.34  0.56
H  3.03  -2.49  0.29
H  3.80  -1.67  -1.09
O  2.61  -0.45  0.10
C  1.27  -0.62  0.08
C  0.54  0.37  0.74
C  -0.83  0.30  0.86
C  -1.51  -0.81  0.34
C  -0.81  -1.77  -0.34
C  0.57  -1.68  -0.52
C  1.18  -2.71  -1.42
O  1.04  -3.89  -1.31
O  1.82  -2.09  -2.42
C  2.48  -2.90  -3.39
H  2.50  -3.94  -3.05
H  1.92  -2.85  -4.33
C  3.92  -2.43  -3.60
O  4.84  -3.23  -3.51
N  4.11  -1.13  -3.89
C  3.08  -0.13  -4.00
H  2.11  -0.57  -4.22
H  2.99  0.44  -3.07
H  3.34  0.56  -4.81
C  5.46  -0.63  -4.01
H  5.64  0.14  -3.27
H  5.62  -0.21  -5.01
H  6.15  -1.46  -3.86
H  -1.33  -2.62  -0.77
Cl  -3.21  -0.97  0.58
N  -1.54  1.32  1.53
C  -2.55  2.07  0.93
O  -2.88  2.01  -0.22
C  -3.06  2.95  2.01
C  -4.08  3.89  2.00
C  -4.33  4.58  3.18
C  -3.59  4.34  4.32
C  -2.56  3.40  4.34
C  -2.31  2.72  3.17
C  -1.31  1.67  2.86
O  -0.46  1.19  3.57
H  -1.97  3.21  5.22
H  -3.81  4.90  5.23
H  -5.12  5.31  3.20
H  -4.65  4.06  1.10
H  1.08  1.19  1.18

The calculation puts the HOMO-LUMO gap at 8.31 eV. Its SMILES is COc1cc(N2C(=O)c3ccccc3C2=O)c(Cl)cc1C(=O)OCC(=O)N(C)C. The spin multiplicity is 1.